(1)
Entry from the OMol25 dataset: a molecular structure, C52H92BrGaN3O26 (wB97M-V/def2-TZVPD).

Each line ends with the Löwdin charge.
Cartesian coordinates (Å):
C 3.463 1.499 -1.126  -0.11
C 2.285 1.330 -0.171  -0.35
C 1.034 0.769 -0.899  -0.68
Br -0.635 1.721 -0.432  0.57
Ga 0.843 -1.303 -0.741  0.45
C -0.466 -1.618 0.821  -0.19
C 0.126 -1.340 2.113  -0.39
O 0.088 -2.071 3.055  -0.01
C -0.073 -1.891 -2.473  -0.22
C -1.598 -1.610 -2.254  -0.31
C -2.422 -1.536 -3.542  -0.17
C -3.784 -0.806 -3.299  -0.16
C -5.056 -1.625 -3.088  -0.20
C -5.098 -2.576 -1.899  -0.16
C -4.807 -1.911 -0.566  -0.19
C -5.498 -2.529 0.672  -0.16
C -5.812 -4.027 0.606  -0.21
C -4.647 -4.958 0.259  -0.17
C -5.138 -5.947 -0.823  -0.16
C -4.127 -6.262 -1.929  -0.22
O -3.772 -7.644 -1.878  -0.19
C -2.368 -7.769 -1.973  -0.12
C 2.748 -1.975 -0.393  -0.15
C 3.118 -3.403 -0.851  -0.72
N 1.972 -4.235 -1.164  0.07
N 3.802 -4.092 0.270  0.05
N 4.120 -3.306 -1.914  0.06
H 3.462 0.793 -1.947  0.07
H 4.363 1.343 -0.552  0.06
H 3.524 2.509 -1.503  0.06
H 2.027 2.321 0.176  0.07
H 2.584 0.667 0.639  0.06
H 1.202 0.951 -1.952  0.02
H -0.908 -2.606 0.755  0.06
H -1.287 -0.919 0.666  0.02
H 0.657 -0.378 2.182  0.11
H 0.227 -1.316 -3.350  0.04
H 0.027 -2.943 -2.733  0.02
H -1.958 -2.430 -1.649  0.08
H -1.643 -0.668 -1.724  0.04
H -1.889 -0.864 -4.204  0.10
H -2.576 -2.492 -4.027  0.11
H -3.667 -0.072 -2.513  0.10
H -3.967 -0.251 -4.216  0.09
H -5.840 -0.896 -2.882  0.06
H -5.369 -2.166 -3.972  0.11
H -4.313 -3.309 -2.067  0.09
H -6.020 -3.136 -1.910  0.11
H -3.751 -1.861 -0.365  0.10
H -5.150 -0.877 -0.618  0.04
H -6.444 -2.034 0.861  0.10
H -4.859 -2.302 1.518  0.10
H -6.155 -4.308 1.590  0.08
H -6.652 -4.143 -0.058  0.08
H -3.808 -4.396 -0.126  0.09
H -4.272 -5.498 1.118  0.10
H -6.000 -5.538 -1.329  0.09
H -5.482 -6.866 -0.372  0.11
H -4.579 -6.071 -2.895  0.12
H -3.267 -5.617 -1.801  0.10
H -1.956 -7.417 -1.043  0.08
H -1.980 -7.176 -2.792  0.08
H -2.099 -8.798 -2.171  0.08
H 3.474 -1.276 -0.772  0.03
H 2.880 -1.954 0.682  0.03
H 1.946 -4.348 -2.166  0.06
H 2.142 -5.169 -0.821  0.06
H 3.061 -4.340 0.907  0.06
H 4.440 -3.453 0.715  0.06
H 3.735 -3.399 -2.837  0.06
H 4.895 -3.925 -1.754  0.05
C 3.664 1.757 6.729  -0.02
C 3.644 1.868 5.224  -0.33
C 2.273 2.042 4.622  -0.09
O 2.441 1.481 3.316  0.05
C 3.432 0.554 3.405  -0.55
O 3.708 -0.224 2.561  0.17
O 4.064 0.641 4.606  0.09
H 4.636 1.404 7.071  0.09
H 3.458 2.723 7.190  0.09
H 2.922 1.037 7.079  0.08
H 4.324 2.657 4.893  0.16
H 1.964 3.083 4.556  0.14
H 1.501 1.470 5.145  0.12
C 9.466 3.200 -0.217  -0.01
C 8.032 2.737 -0.188  -0.32
C 7.150 3.390 -1.222  -0.08
O 5.859 3.318 -0.603  0.03
C 6.060 3.307 0.741  -0.56
O 5.207 3.436 1.550  0.17
O 7.377 3.132 1.029  0.09
H 9.994 2.883 0.682  0.09
H 9.986 2.800 -1.089  0.09
H 9.521 4.287 -0.249  0.06
H 7.982 1.646 -0.252  0.16
H 7.149 2.867 -2.176  0.14
H 7.395 4.442 -1.390  0.13
C 14.330 6.413 -1.987  -0.02
C 12.902 5.928 -1.958  -0.33
C 11.996 6.559 -2.988  -0.09
O 10.714 6.456 -2.354  0.06
C 10.926 6.458 -1.019  -0.58
O 10.071 6.573 -0.208  0.16
O 12.244 6.312 -0.736  0.09
H 14.857 6.098 -1.087  0.09
H 14.853 6.019 -2.857  0.09
H 14.372 7.502 -2.017  0.09
H 12.874 4.837 -2.022  0.16
H 11.999 6.034 -3.939  0.14
H 12.209 7.616 -3.162  0.14
C -10.707 -6.139 4.277  -0.03
C -9.806 -5.980 3.077  -0.33
C -8.751 -4.910 3.214  -0.09
O -8.524 -4.536 1.851  0.04
C -9.672 -4.783 1.170  -0.56
O -9.891 -4.423 0.067  0.18
O -10.538 -5.504 1.935  0.08
H -11.572 -6.751 4.024  0.09
H -10.171 -6.610 5.101  0.09
H -11.085 -5.173 4.612  0.09
H -9.361 -6.942 2.810  0.16
H -7.833 -5.271 3.671  0.14
H -9.101 -4.029 3.759  0.14
C 0.514 -1.742 5.698  -0.03
C 0.072 -1.757 7.140  -0.31
C -1.176 -0.963 7.424  -0.09
O -1.000 -0.607 8.807  0.05
C 0.336 -0.566 9.043  -0.58
O 0.827 -0.128 10.029  0.15
O 1.024 -1.086 8.003  0.08
H 1.527 -2.130 5.609  0.10
H -0.143 -2.342 5.087  0.07
H 0.524 -0.727 5.302  0.08
H -0.024 -2.788 7.493  0.16
H -2.088 -1.536 7.286  0.14
H -1.237 -0.043 6.838  0.14
C -9.105 -0.254 -3.683  -0.01
C -7.753 0.318 -4.026  -0.33
C -7.794 1.543 -4.904  -0.09
O -6.528 1.471 -5.573  0.06
C -6.177 0.156 -5.629  -0.57
O -5.283 -0.269 -6.275  0.17
O -6.994 -0.592 -4.850  0.06
H -8.997 -1.249 -3.255  0.09
H -9.623 0.384 -2.967  0.09
H -9.727 -0.355 -4.576  0.08
H -7.186 0.497 -3.115  0.11
H -7.882 2.470 -4.340  0.14
H -8.584 1.506 -5.660  0.13
C 4.822 6.892 -2.453  -0.01
C 6.169 7.471 -2.810  -0.33
C 6.122 8.732 -3.639  -0.09
O 7.374 8.674 -4.343  0.06
C 7.705 7.364 -4.457  -0.57
O 8.580 6.949 -5.138  0.16
O 6.900 6.593 -3.688  0.08
H 4.931 5.879 -2.066  0.08
H 4.328 7.503 -1.699  0.09
H 4.177 6.830 -3.331  0.09
H 6.769 7.612 -1.906  0.16
H 6.059 9.636 -3.039  0.14
H 5.314 8.730 -4.374  0.14
C -4.461 2.047 2.118  -0.01
C -4.491 1.666 0.660  -0.31
C -5.047 2.720 -0.260  -0.08
O -5.553 1.923 -1.346  0.08
C -5.872 0.709 -0.836  -0.56
O -6.483 -0.123 -1.423  0.10
O -5.408 0.575 0.422  0.07
H -4.270 1.169 2.735  0.09
H -3.683 2.785 2.305  0.09
H -5.421 2.459 2.436  0.09
H -3.505 1.346 0.339  0.11
H -4.294 3.422 -0.611  0.14
H -5.881 3.274 0.178  0.14

Calculated values
2S+1 = 1
Frontier orbital gap = 6.4 eV
Total charge = -1
Molar mass = 1324.93 g mol⁻¹
Energy = -8655.97423 Eh


(2)
Entry from the OMol25 dataset: 12 unconnected molecules or ions with the total composition C52H92F21N3O16 (wB97M-V/def2-TZVPD).

Each line ends with the Löwdin charge.
Cartesian coordinates (Å):
C 0.405 3.027 -4.216  -0.03
C -0.167 3.290 -2.777  -0.17
O -1.471 2.750 -2.360  -0.04
C -2.608 3.025 -3.139  -0.22
O -2.668 4.018 -3.957  0.08
C -3.727 1.925 -2.849  -0.48
F -4.946 2.398 -2.365  0.11
F -4.008 1.306 -4.007  0.16
F -3.301 1.018 -1.977  0.15
H -0.242 3.322 -5.042  0.07
H 0.608 1.962 -4.332  0.06
H 1.303 3.622 -4.383  0.05
H -0.245 4.377 -2.775  0.10
H 0.567 3.035 -2.012  0.09
C -1.488 -5.399 1.998  -0.06
C -1.491 -4.882 0.567  -0.21
O -0.646 -5.707 -0.251  0.00
C -0.185 -5.296 -1.503  -0.28
O -0.555 -4.332 -2.150  0.14
C 0.958 -6.302 -1.985  -0.53
F 1.374 -7.216 -1.131  0.19
F 0.475 -6.956 -3.028  0.17
F 2.013 -5.522 -2.395  0.12
H -2.086 -4.659 2.531  0.08
H -0.529 -5.558 2.492  0.08
H -2.118 -6.284 2.083  0.08
H -1.024 -3.898 0.610  0.11
H -2.527 -4.958 0.236  0.11
C -9.084 -1.780 2.867  -0.03
C -8.234 -1.378 1.548  -0.18
O -6.920 -0.998 1.903  0.01
C -6.023 -0.847 0.893  -0.31
O -6.350 -0.805 -0.301  0.13
C -4.563 -0.716 1.409  -0.63
F -4.483 -0.843 2.690  0.21
F -3.777 -1.477 0.763  0.23
F -4.111 0.548 1.182  0.13
H -8.459 -2.263 3.618  0.07
H -9.761 -2.567 2.534  0.06
H -9.610 -0.915 3.270  0.07
H -8.751 -0.610 0.973  0.12
H -8.187 -2.269 0.921  0.11
C 5.560 0.381 -0.830  -0.04
C 7.012 0.427 -1.280  -0.21
O 7.051 0.824 -2.638  0.01
C 7.583 -0.001 -3.591  -0.29
O 7.753 -1.199 -3.334  0.12
C 7.622 0.531 -5.009  -0.61
F 7.507 1.834 -5.105  0.18
F 8.812 0.254 -5.564  0.17
F 6.624 0.046 -5.687  0.21
H 5.482 -0.264 0.045  0.07
H 4.974 -0.049 -1.643  0.05
H 5.101 1.370 -0.797  0.07
H 7.467 -0.553 -1.135  0.11
H 7.629 1.102 -0.687  0.13
C 5.569 -3.562 -1.589  -0.04
C 4.044 -3.212 -1.648  -0.21
O 3.353 -3.665 -0.493  -0.02
C 3.342 -3.093 0.813  -0.27
O 3.950 -2.072 1.169  0.13
C 2.455 -3.889 1.756  -0.54
F 2.312 -5.160 1.361  0.17
F 3.073 -3.898 2.971  0.15
F 1.278 -3.275 1.774  0.17
H 6.062 -3.314 -2.529  0.06
H 5.678 -4.638 -1.451  0.08
H 6.245 -2.977 -0.965  0.07
H 3.684 -3.700 -2.554  0.10
H 3.801 -2.178 -1.892  0.09
C -0.973 2.472 3.345  -0.04
C 0.280 3.236 3.697  -0.28
O 1.304 2.376 3.443  -0.01
C 2.559 2.856 3.027  -0.21
O 2.697 4.034 2.585  0.10
C 3.712 1.825 2.918  -0.62
F 4.708 2.252 3.590  0.23
F 3.352 0.610 3.343  0.17
F 4.072 1.826 1.647  0.18
H -1.186 1.781 4.160  0.07
H -0.897 2.048 2.344  0.06
H -1.773 3.208 3.426  0.08
H 0.234 3.729 4.668  0.14
H 0.333 4.081 3.010  0.10
C -8.892 -6.903 -3.032  -0.08
C -7.462 -7.103 -2.675  -0.24
O -6.809 -5.845 -2.555  0.01
C -5.870 -5.675 -1.518  -0.25
O -5.307 -6.615 -0.887  0.11
C -5.562 -4.235 -1.116  -0.47
F -6.263 -3.286 -1.845  0.13
F -6.049 -4.080 0.139  0.15
F -4.223 -4.085 -1.232  0.16
H -9.466 -6.514 -2.191  0.08
H -9.465 -7.797 -3.277  0.09
H -9.065 -6.148 -3.799  0.08
H -6.944 -7.816 -3.316  0.13
H -7.497 -7.481 -1.654  0.12
C -1.687 0.062 9.118  -0.08
C -0.674 0.260 7.942  -0.25
N 0.510 -0.563 8.235  -0.19
C 1.079 -1.066 7.002  -0.24
C 1.632 0.039 6.030  -0.08
C 1.409 0.302 8.999  -0.26
C 2.836 -0.251 9.240  -0.09
H -2.521 0.762 9.068  0.06
H -1.256 0.338 10.080  0.05
H -2.031 -0.964 9.252  0.07
H -1.147 -0.087 7.023  0.11
H -0.396 1.301 7.777  0.10
H 1.818 -1.846 7.184  0.11
H 0.306 -1.592 6.441  0.11
H 2.036 -0.507 5.178  0.06
H 0.944 0.753 5.577  0.05
H 2.507 0.579 6.392  0.06
H 1.029 0.531 9.994  0.11
H 1.563 1.233 8.454  0.10
H 2.648 -1.132 9.854  0.08
H 3.513 0.411 9.779  0.07
H 3.476 -0.401 8.371  0.06
C 0.911 5.657 -0.211  -0.05
C -0.477 5.211 0.334  -0.24
N -1.702 5.816 -0.254  -0.16
C -2.884 5.200 0.337  -0.26
C -4.083 5.565 -0.511  -0.10
C -1.654 7.296 -0.129  -0.24
C -1.608 7.883 1.320  -0.08
H 1.701 5.129 0.325  0.06
H 1.081 6.723 -0.060  0.07
H 0.972 5.419 -1.273  0.04
H -0.653 4.136 0.295  0.09
H -0.413 5.477 1.390  0.08
H -2.822 4.114 0.282  0.11
H -3.088 5.612 1.326  0.10
H -5.000 4.988 -0.392  0.07
H -4.379 6.603 -0.360  0.06
H -3.907 5.539 -1.586  0.07
H -2.394 7.902 -0.651  0.10
H -0.812 7.733 -0.666  0.10
H -2.551 7.678 1.826  0.06
H -1.451 8.962 1.344  0.07
H -0.754 7.424 1.819  0.06
C 0.911 -3.563 -5.854  -0.06
C 0.695 -2.053 -6.082  -0.23
N 1.174 -1.200 -4.966  -0.19
C 2.613 -0.998 -4.935  -0.24
C 3.143 0.081 -4.028  -0.08
C 0.600 -1.354 -3.677  -0.32
C -0.838 -1.571 -3.657  -0.08
H 1.999 -3.569 -5.932  0.07
H 0.396 -4.098 -6.651  0.08
H 0.610 -3.890 -4.859  0.05
H 1.271 -1.780 -6.967  0.10
H -0.307 -1.710 -6.337  0.10
H 2.977 -1.912 -4.466  0.09
H 3.002 -1.014 -5.953  0.12
H 2.748 0.185 -3.018  0.06
H 4.194 -0.109 -3.813  0.05
H 3.135 1.087 -4.448  0.07
H 0.885 -0.555 -2.993  0.09
H 1.082 -2.247 -3.279  0.11
H -1.401 -0.849 -4.247  0.09
H -1.227 -1.303 -2.674  0.07
H -0.997 -2.597 -3.990  0.07
C -0.802 0.601 0.107  -0.03
C 0.587 0.507 -0.278  -0.46
C 0.975 -0.994 -0.348  -0.01
O 1.380 1.391 -0.606  0.05
H -0.968 1.651 -0.137  0.08
H -0.873 0.249 1.136  0.10
H -1.472 -0.074 -0.426  0.08
H 1.264 -1.210 0.680  0.08
H 1.818 -1.226 -1.000  0.07
H 0.130 -1.577 -0.714  0.07
C 3.475 4.215 -3.057  -0.03
C 4.400 5.375 -3.050  -0.52
C 5.795 5.020 -2.600  -0.01
O 4.129 6.424 -3.564  0.09
H 3.503 3.726 -4.030  0.09
H 2.464 4.611 -2.949  0.06
H 3.732 3.470 -2.304  0.08
H 5.680 4.751 -1.550  0.08
H 6.556 5.791 -2.724  0.09
H 6.006 4.085 -3.118  0.08

Calculated values
SMILES = CCOC(=O)C(F)(F)F.CCOC(=O)C(F)(F)F.CCOC(=O)C(F)(F)F.CCOC(=O)C(F)(F)F.CCOC(=O)C(F)(F)F.CCOC(=O)C(F)(F)F.CCOC(=O)C(F)(F)F.CCN(CC)CC.CCN(CC)CC.CCN(CC)CC.CC(C)=O.CC(C)=O
2S+1 = 1
Frontier orbital gap = 8.0 eV
Molar mass = 1414.27 g mol⁻¹
Energy = -5501.68003 Eh